(1)
{"formula": "C22H43Cl28O5PS", "method": "ωB97M-V/def2-TZVPD", "homo_energy_ev": -9.25, "symbols": ["C", "O", "C", "C", "C", "C", "C", "O", "P", "O", "O", "S", "O", "C", "Cl", "C", "C", "Cl", "H", "H", "H", "H", "H", "H", "H", "H", "H", "H", "H", "H", "H", "H", "H", "H", "H", "C", "Cl", "Cl", "H", "H", "C", "Cl", "Cl", "H", "H", "C", "Cl", "Cl", "H", "H", "C", "Cl", "Cl", "H", "H", "C", "Cl", "Cl", "H", "H", "C", "Cl", "Cl", "H", "H", "C", "Cl", "Cl", "H", "H", "C", "Cl", "Cl", "H", "H", "C", "Cl", "Cl", "H", "H", "C", "Cl", "Cl", "H", "H", "C", "Cl", "Cl", "H", "H", "C", "Cl", "Cl", "H", "H", "C", "Cl", "Cl", "H", "H"], "positions_angstrom": [[-1.328, 1.419, 2.691], [-1.701, 0.371, 1.795], [-0.989, 0.561, 0.567], [-1.311, -0.569, -0.409], [-0.782, -0.361, -1.865], [0.159, 0.839, -2.058], [1.066, 0.705, -3.310], [1.568, -0.646, -3.519], [2.887, -1.002, -2.721], [3.339, -2.330, -3.127], [4.078, 0.110, -3.010], [5.515, -0.374, -2.288], [2.413, -0.908, -1.154], [2.993, -1.781, -0.265], [4.203, -1.082, 0.795], [2.650, -3.057, -0.139], [3.238, -4.034, 0.840], [1.385, -3.681, -1.181], [-0.346, 1.856, 2.421], [-1.268, 0.991, 3.702], [-2.067, 2.242, 2.690], [0.080, 0.470, 0.823], [-1.220, 1.558, 0.159], [-2.385, -0.787, -0.444], [-0.834, -1.472, -0.003], [-1.657, -0.213, -2.502], [-0.356, -1.306, -2.188], [0.829, 1.028, -1.217], [-0.459, 1.733, -2.217], [0.549, 1.072, -4.200], [1.929, 1.372, -3.169], [5.911, -1.463, -2.994], [2.414, -4.510, 1.385], [3.940, -3.577, 1.536], [3.786, -4.802, 0.280], [0.504, 4.707, 1.169], [1.389, 3.732, -0.010], [0.654, 4.033, 2.808], [0.914, 5.718, 1.169], [-0.544, 4.728, 0.890], [-0.840, -4.746, 1.405], [-1.186, -3.035, 1.682], [-0.544, -5.610, 2.922], [-1.689, -5.199, 0.906], [0.042, -4.824, 0.782], [8.986, -1.714, -3.052], [8.452, -1.731, -1.363], [10.722, -2.002, -3.185], [8.460, -2.495, -3.592], [8.756, -0.745, -3.480], [3.956, -0.601, -7.034], [3.231, 0.964, -7.448], [3.857, -0.930, -5.297], [3.428, -1.379, -7.574], [5.000, -0.589, -7.327], [-0.357, -9.041, 0.739], [0.153, -7.532, -0.029], [-0.190, -10.418, -0.354], [0.262, -9.211, 1.613], [-1.397, -8.949, 1.030], [-4.700, -2.513, 3.368], [-5.490, -1.190, 2.501], [-5.647, -4.005, 3.274], [-3.727, -2.687, 2.922], [-4.588, -2.234, 4.409], [-7.506, 1.534, 4.343], [-7.812, 3.252, 4.636], [-7.233, 0.662, 5.855], [-8.363, 1.097, 3.833], [-6.622, 1.441, 3.722], [-1.795, -1.676, -5.375], [-2.203, 0.031, -5.142], [-1.457, -2.517, -3.854], [-2.633, -2.163, -5.859], [-0.914, -1.736, -6.003], [12.220, -2.775, 0.085], [13.127, -3.642, -1.159], [12.029, -3.744, 1.551], [12.754, -1.866, 0.335], [11.237, -2.535, -0.306], [-10.632, 1.810, 1.775], [-9.394, 0.570, 2.032], [-11.124, 2.572, 3.290], [-10.230, 2.570, 1.114], [-11.499, 1.343, 1.323], [-2.986, 5.178, 2.803], [-2.503, 6.760, 2.176], [-2.757, 3.911, 1.589], [-2.378, 4.944, 3.672], [-4.033, 5.215, 3.082], [-8.425, 6.725, 3.510], [-8.583, 8.360, 4.160], [-6.746, 6.341, 3.108], [-8.775, 6.018, 4.254], [-9.023, 6.647, 2.610], [3.684, 7.400, 0.737], [4.284, 6.320, -0.521], [1.919, 7.555, 0.683], [3.967, 7.002, 1.705], [4.120, 8.382, 0.594]], "lowdin_charge": [-0.18, -0.21, -0.25, -0.18, -0.25, -0.19, -0.18, -0.21, 0.28, -0.33, -0.75, 0.75, -0.18, -0.77, 0.71, -0.66, -0.10, 0.76, 0.01, 0.09, -0.03, 0.12, 0.11, 0.12, 0.01, 0.04, 0.00, 0.07, 0.12, 0.11, 0.11, -0.12, 0.07, 0.05, 0.09, -1.04, 0.54, 0.56, -0.11, -0.05, -1.05, 0.63, 0.50, 0.02, -0.08, -1.01, 0.52, 0.53, 0.03, 0.03, -0.96, 0.50, 0.72, 0.03, 0.03, -1.02, 0.53, 0.51, 0.03, 0.03, -1.02, 0.51, 0.50, -0.03, 0.03, -1.08, 0.50, 0.51, -0.11, 0.00, -0.96, 0.55, 0.61, 0.02, 0.03, -1.04, 0.49, 0.50, 0.03, -0.03, -0.98, 0.58, 0.52, 0.03, 0.03, -0.96, 0.53, 0.62, 0.03, -0.01, -1.04, 0.51, 0.49, 0.00, 0.03, -0.98, 0.51, 0.58, 0.03, 0.02]}

***

(2)
{"formula": "C4H7ClO", "method": "ωB97M-V/def2-TZVPD", "homo_energy_ev": -9.44, "e_above_lowest_ev": 3.1972, "symbols": ["C", "C", "C", "C", "O", "Cl", "H", "H", "H", "H", "H", "H", "H"], "positions_angstrom": [[-0.588, -0.280, 0.002], [0.601, 0.223, 0.624], [-1.858, 0.388, -0.463], [1.993, -0.211, 0.645], [-0.296, 0.001, 1.536], [0.428, 2.673, 0.040], [-0.449, -1.455, -0.314], [-2.422, 0.740, 0.346], [-2.343, -0.444, -0.927], [-1.862, 1.273, -1.102], [2.632, 0.472, 1.221], [2.416, -0.154, -0.371], [2.083, -1.302, 0.972]], "lowdin_charge": [-0.16, -0.51, -0.07, -0.03, 0.08, -0.05, 0.20, 0.07, 0.07, 0.07, 0.10, 0.10, 0.13]}

***

(3)
{"formula": "C6H11N3S", "method": "ωB97M-V/def2-TZVPD", "homo_energy_ev": -7.45, "e_above_lowest_ev": 2.1977, "symbols": ["C", "C", "C", "C", "C", "C", "N", "N", "N", "S", "H", "H", "H", "H", "H", "H", "H", "H", "H", "H", "H"], "positions_angstrom": [[0.735, -0.382, -0.509], [-1.818, 0.692, -0.566], [2.133, -0.923, -0.681], [-0.110, 0.167, 3.003], [-1.595, 0.855, -2.911], [0.679, -0.544, 1.910], [0.147, -0.055, -1.657], [0.149, -0.212, 0.626], [-1.098, 0.471, -1.594], [-2.979, 1.074, 0.404], [2.270, -1.253, -1.707], [2.309, -1.748, 0.008], [2.847, -0.126, -0.467], [-0.070, 1.245, 2.854], [-1.151, -0.145, 2.984], [0.310, -0.066, 3.979], [-1.090, 1.764, -3.238], [-1.354, 0.052, -3.604], [-2.670, 1.024, -2.875], [1.740, -0.256, 1.976], [0.615, -1.633, 2.065]], "lowdin_charge": [-0.47, -0.62, -0.02, -0.10, -0.01, -0.31, 0.05, 0.03, -0.23, 0.77, 0.07, 0.07, 0.08, 0.07, 0.06, 0.06, 0.10, 0.09, 0.09, 0.11, 0.11]}

***

(4)
{"formula": "C5H12NO", "method": "ωB97M-V/def2-TZVPD", "charge": 1, "homo_energy_ev": -12.94, "e_above_lowest_ev": 1.6791, "symbols": ["C", "C", "N", "H", "H", "H", "H", "H", "H", "C", "C", "O", "C", "H", "H", "H", "H", "H", "H"], "positions_angstrom": [[0.660, -2.082, -0.060], [1.906, -1.911, 0.374], [-0.498, -1.710, 0.760], [0.337, -2.519, -1.093], [2.767, -2.196, -0.238], [2.106, -1.375, 1.288], [-0.136, -1.526, 1.718], [-0.968, -0.854, 0.318], [-1.205, -2.453, 0.819], [-0.073, 2.052, 0.923], [-0.473, 1.502, -0.258], [-1.585, 0.634, -0.285], [0.284, 1.645, -1.531], [0.677, 2.910, 0.944], [-0.487, 1.688, 1.833], [-2.149, 0.906, 0.409], [1.070, 2.395, -1.424], [0.704, 0.692, -1.920], [-0.370, 1.993, -2.379]], "lowdin_charge": [-0.17, 0.07, 0.17, 0.17, 0.09, 0.08, 0.18, 0.12, 0.18, 0.07, -0.42, -0.01, -0.04, 0.11, 0.05, 0.09, 0.09, 0.09, 0.11]}

***

(5)
{"formula": "C7H28N2O7", "method": "ωB97M-V/def2-TZVPD", "homo_energy_ev": -9.95, "smiles": "NC(N)=O.CO.CO.CO.CO.CO.CO", "e_above_lowest_ev": 3.1598, "symbols": ["C", "O", "H", "H", "H", "H", "C", "O", "H", "H", "H", "H", "C", "O", "H", "H", "H", "H", "C", "O", "H", "H", "H", "H", "C", "O", "H", "H", "H", "H", "C", "O", "H", "H", "H", "H", "C", "O", "N", "N", "H", "H", "H", "H"], "positions_angstrom": [[17.351, -4.328, 0.185], [16.073, -4.158, -0.414], [17.357, -5.309, 0.650], [18.152, -4.291, -0.562], [17.560, -3.563, 0.940], [16.050, -3.279, -0.813], [15.426, -1.322, 0.742], [15.905, -1.299, -0.641], [14.375, -1.589, 0.649], [15.932, -2.104, 1.296], [15.587, -0.341, 1.177], [16.192, -0.407, -0.852], [17.014, -0.949, -4.255], [17.422, -1.711, -5.370], [17.352, -1.364, -3.298], [17.466, 0.041, -4.319], [15.923, -0.869, -4.206], [17.512, -2.633, -5.122], [16.515, -0.137, 3.951], [17.484, -1.017, 3.385], [15.576, -0.470, 3.507], [16.463, -0.310, 5.027], [16.600, 0.935, 3.748], [18.347, -0.802, 3.750], [13.114, -3.578, 2.474], [12.869, -2.980, 3.751], [14.187, -3.662, 2.326], [12.720, -4.599, 2.436], [12.628, -2.999, 1.690], [12.110, -3.413, 4.148], [14.326, 2.640, 2.810], [13.022, 2.877, 2.298], [14.999, 3.480, 2.615], [14.267, 2.369, 3.863], [14.723, 1.802, 2.233], [12.740, 3.762, 2.543], [16.584, 2.065, -1.696], [17.542, 2.387, -2.365], [15.496, 1.416, -2.227], [16.534, 2.258, -0.333], [14.615, 1.309, -1.755], [15.468, 1.256, -3.218], [17.227, 2.831, 0.110], [15.730, 2.015, 0.218]], "lowdin_charge": [-0.16, -0.14, 0.08, 0.08, 0.07, 0.03, -0.09, -0.15, 0.08, 0.06, 0.05, 0.03, -0.18, -0.11, 0.08, 0.07, 0.07, 0.07, -0.16, -0.12, 0.07, 0.08, 0.07, 0.08, -0.15, -0.13, 0.07, 0.08, 0.07, 0.07, -0.17, -0.12, 0.08, 0.08, 0.04, 0.08, -0.68, 0.04, 0.15, 0.16, 0.10, 0.09, 0.10, 0.07]}